[1]
This record from the OMol25 dataset describes C30H26ClN2NiO3P as an isolated structure. The level of theory is the ωB97M-V functional and the def2-TZVPD basis.

energy above the lowest of the compared OMol25 structures with the same formula, charge and spin = 0.0 kcal/mol
LUMO level (spin up / spin down) = -0.4 / -0.5 eV
HOMO (spin up / spin down) = -6.82 / -7.90 eV
spin multiplicity = 3
electronic energy = -3803.89415 Eh

Element x y z (Å)
Ni -0.042 -0.449 0.359
O -1.562 -2.967 0.055
N -0.357 -2.405 -0.335
C 0.035 -2.887 -1.446
C 1.278 -2.605 -2.185
C 1.535 -3.530 -3.202
C 2.693 -3.480 -3.956
C 3.636 -2.498 -3.697
C 3.392 -1.569 -2.700
C 2.218 -1.587 -1.951
P 1.990 -0.312 -0.669
C 2.243 1.295 -1.475
C 2.162 2.408 -0.635
C 2.246 3.688 -1.158
C 2.395 3.868 -2.528
C 2.446 2.767 -3.368
C 2.363 1.482 -2.846
C 3.483 -0.559 0.342
C 3.457 -1.618 1.249
C 4.568 -1.906 2.023
C 5.714 -1.128 1.907
C 5.743 -0.069 1.013
C 4.633 0.214 0.228
H -1.675 -2.695 0.981
H -0.599 -3.657 -1.882
H 0.809 -4.310 -3.395
H 2.862 -4.213 -4.735
H 4.555 -2.452 -4.267
H 4.132 -0.804 -2.496
H 2.012 2.273 0.431
H 2.181 4.543 -0.497
H 2.455 4.868 -2.939
H 2.539 2.904 -4.438
H 2.362 0.633 -3.515
H 2.558 -2.217 1.350
H 4.539 -2.730 2.723
H 6.580 -1.347 2.518
H 6.633 0.540 0.924
H 4.665 1.044 -0.467
O -1.087 2.842 1.238
C -1.132 2.481 0.078
C -1.502 3.385 -1.098
C -1.316 2.497 -2.323
C -0.897 1.164 -1.731
O -0.593 0.162 -2.372
N -0.852 1.218 -0.373
H -0.850 4.258 -1.084
H -2.524 3.738 -0.959
H -0.525 2.837 -2.993
H -2.217 2.362 -2.921
Cl -5.067 -2.709 3.388
C -3.512 -1.977 3.118
C -2.361 -2.734 3.272
C -1.124 -2.149 3.047
C -1.000 -0.795 2.671
C 0.292 -0.207 2.335
C -2.196 -0.056 2.540
C -3.431 -0.639 2.759
H -2.434 -3.773 3.565
H -0.227 -2.744 3.174
H 1.144 -0.758 2.728
H 0.357 0.864 2.515
H -2.127 0.992 2.275
H -4.337 -0.057 2.655

[2]
This record from the OMol25 dataset describes C37H35BrF4GeN2O2P2Pt as an isolated structure in a non-equilibrium geometry. The level of theory is the ωB97M-V functional and the def2-TZVPD basis.

energy above the lowest of the compared OMol25 structures with the same formula, charge and spin = 75.5 kcal/mol
LUMO level (spin up / spin down) = -11.0 / -10.7 eV
HOMO (spin up / spin down) = -14.99 / -15.12 eV
spin multiplicity = 2
electronic energy = -7542.39956 Eh
total charge = +3

Element x y z (Å)
Pt -0.216 0.337 -0.286
F 3.735 6.371 -1.191
C 3.331 5.121 -1.193
C 4.257 4.074 -1.242
F 5.551 4.322 -1.289
C 3.796 2.760 -1.224
F 4.669 1.751 -1.262
C 2.440 2.444 -1.164
P 1.951 0.681 -1.076
C 2.571 -0.118 -2.568
C 2.315 -1.488 -2.686
C 2.855 -2.197 -3.743
C 3.650 -1.547 -4.678
C 3.849 -0.178 -4.594
C 3.289 0.548 -3.558
C 2.973 0.149 0.328
C 2.593 0.654 1.571
C 3.332 0.368 2.701
C 4.457 -0.440 2.597
C 4.815 -0.979 1.362
C 4.070 -0.693 0.221
C 1.538 3.501 -1.107
Br -0.319 3.196 -0.957
C 1.969 4.822 -1.124
F 1.073 5.793 -1.049
H 1.680 -1.976 -1.955
H 2.657 -3.253 -3.847
H 4.097 -2.104 -5.487
H 4.445 0.331 -5.334
H 3.421 1.618 -3.518
H 1.706 1.274 1.641
H 3.052 0.797 3.650
H 5.063 -0.645 3.467
H 5.731 -1.544 1.273
H 4.365 -1.072 -0.745
C -2.939 -0.214 -2.997
Ge -2.492 0.113 -1.086
C -3.760 -1.015 0.034
C -5.118 -1.035 -0.223
C -5.945 -1.828 0.559
C -5.415 -2.596 1.581
C -4.052 -2.569 1.833
C -3.225 -1.757 1.073
C -3.332 1.831 -0.382
C -4.248 2.448 -1.205
C -4.819 3.667 -0.835
C -4.579 4.185 0.416
C -3.671 3.565 1.297
C -3.365 4.118 2.555
C -2.455 3.524 3.396
C -1.784 2.370 2.985
C -2.066 1.802 1.765
C -3.015 2.361 0.889
H -4.017 -0.312 -3.113
H -2.474 -1.141 -3.326
H -2.578 0.589 -3.635
H -5.550 -0.439 -1.014
H -7.005 -1.837 0.362
H -6.071 -3.194 2.197
H -3.651 -3.145 2.655
H -2.158 -1.691 1.266
H -4.500 2.021 -2.165
H -5.470 4.178 -1.528
H -5.112 5.064 0.748
H -3.837 5.047 2.837
H -2.247 3.950 4.365
H -1.050 1.926 3.637
H -1.554 0.871 1.470
N 2.975 -3.229 1.961
C 2.223 -3.721 0.783
P 0.509 -2.924 0.706
O 0.652 -1.522 1.205
O -0.159 -3.187 -0.595
C -0.493 -4.032 1.893
N -1.444 -4.719 0.999
H 3.691 -3.902 2.267
H 2.338 -3.035 2.744
H 3.473 -2.319 1.735
H 2.126 -4.808 0.803
H 2.755 -3.459 -0.133
H -1.013 -3.398 2.610
H 0.110 -4.744 2.454
H -1.168 -4.317 0.035
H -2.425 -4.481 1.200
H -1.356 -5.740 0.991

[3]
This record from the OMol25 dataset describes one molecule with the formula C13H8Br2ClI2NO4 in a non-equilibrium geometry. The level of theory is the ωB97M-V functional and the def2-TZVPD basis.

LUMO level = -0.4 eV
HOMO = -9.44 eV
spin multiplicity = 1
electronic energy = -7059.50823 Eh
SMILES = C[C@@H](Br)[C@@H](Br)N1C(=O)c2c(I)c(Cl)c(O)c(CC(=O)I)c2C1=O

Element x y z (Å)
C 0.024 -3.640 -0.590
C -0.890 -2.873 0.373
Br 0.120 -1.877 1.738
C -2.009 -2.077 -0.287
Br -3.316 -1.616 1.145
N -1.649 -0.868 -1.003
C -2.405 0.355 -0.861
O -3.508 0.587 -1.265
C -1.425 1.276 -0.157
C -1.598 2.395 0.592
I -3.541 3.123 0.938
C -0.467 2.990 1.117
Cl -0.664 4.432 2.072
C 0.793 2.501 0.928
O 1.899 3.092 1.452
C 0.986 1.348 0.182
C 2.340 0.733 -0.034
C 3.269 1.630 -0.858
O 2.864 2.614 -1.393
I 5.314 0.962 -0.980
C -0.125 0.793 -0.341
C -0.328 -0.442 -1.227
O 0.514 -0.802 -2.005
H -0.463 -4.532 -0.990
H 0.373 -3.054 -1.442
H 0.911 -3.935 -0.028
H -1.390 -3.639 0.963
H -2.563 -2.759 -0.934
H 1.922 2.982 2.410
H 2.783 0.559 0.955
H 2.226 -0.258 -0.472

[4]
This record from the OMol25 dataset describes CH4BrMnO as an isolated structure in a non-equilibrium geometry. The level of theory is the ωB97M-V functional and the def2-TZVPD basis.

energy above the lowest of the compared OMol25 structures with the same formula, charge and spin = 4.3 kcal/mol
LUMO level (spin up / spin down) = -8.2 / -8.1 eV
HOMO (spin up / spin down) = -12.90 / -12.89 eV
spin multiplicity = 6
electronic energy = -3840.40552 Eh
total charge = +1

Element x y z (Å)
Mn 2.370 3.636 -0.717
Br 2.015 1.593 0.713
C -0.871 -1.196 -0.081
O -1.017 0.212 0.123
H -1.123 -1.726 0.836
H -1.386 -1.554 -0.970
H 0.165 -1.450 -0.346
H -0.153 0.484 0.443

[5]
This record from the OMol25 dataset describes C8H9O2S2 as an isolated structure in a non-equilibrium geometry. The level of theory is the ωB97M-V functional and the def2-TZVPD basis.

energy above the lowest of the compared OMol25 structures with the same formula, charge and spin = 21.2 kcal/mol
LUMO level = -4.0 eV
HOMO = -13.80 eV
spin multiplicity = 1
electronic energy = -1256.69212 Eh
total charge = +1

Element x y z (Å)
C -1.159 0.676 2.004
C -2.427 0.410 1.728
C -0.439 0.917 0.808
C -1.211 0.750 -0.295
C 1.728 -0.114 0.171
C 1.032 1.278 0.425
C 1.293 -0.571 -1.186
C 0.211 -1.977 -1.161
O -0.417 1.130 -2.888
O 0.835 1.921 -0.840
S -2.825 0.425 0.055
S 0.046 0.791 -1.605
H -0.812 0.685 3.088
H -3.169 0.164 2.549
H 2.735 0.042 0.112
H 1.412 -0.947 0.964
H 1.368 1.989 1.251
H 1.926 -0.728 -1.951
H -0.449 -2.001 -0.291
H 0.753 -2.791 -0.892
H -0.431 -2.049 -2.045

It is found that the molecular weight values, taken in the order of the records, are 587.669; 1025.231; 691.279; 166.884; 201.292 g mol⁻¹.